Formula: H80O40
Source: the OMol25 dataset
Level of theory: wB97M-V/def2-TZVPD

Results
* relative energy (zero: lowest compared OMol25 entry of this formula, charge and spin): 6.0700 eV
* highest occupied orbital energy: -10.784 eV
* Kohn-Sham gap: 10.3 eV
* DFT total energy: -3057.534276 Ha
* F_max: 2.2 eV/Å

XYZ file:
```
120
Properties=species:S:1:pos:R:3:forces:R:3:lowdin_charge:R:1
H -0.0421 -3.8769 -1.2295 0.62 -0.04 0.14 0.033
H 0.0499 -2.7731 -2.3274 0.25 0.08 0.29 0.040
O -0.4010 -3.5810 -2.0629 -0.62 0.09 -0.40 -0.032
H -0.6841 -3.2145 1.8605 -0.74 0.15 0.51 -0.007
H -0.8759 -4.3491 2.9489 -0.43 0.54 0.04 0.046
O -0.4348 -4.1010 2.1326 0.74 -0.63 -0.47 -0.040
H 2.2438 -4.9292 -4.2452 0.76 -0.27 0.16 0.038
H 0.8523 -4.4820 -4.2831 -0.10 0.23 -0.03 0.037
O 1.7260 -4.2115 -4.5953 -0.74 -0.12 -0.10 -0.039
H -4.2886 -2.3715 -3.8889 0.46 -0.39 0.02 -0.002
H -3.8098 -0.9186 -4.0460 0.13 -0.19 0.08 0.026
O -4.5788 -1.4901 -4.1076 -0.62 0.68 -0.18 -0.046
H 2.3884 5.1788 0.8437 0.11 0.62 0.87 0.068
H 2.2975 3.8023 0.7564 0.27 -0.72 0.67 0.016
O 2.4347 4.4448 1.4812 0.09 0.21 -1.76 -0.065
H 1.5051 2.5003 -0.8749 0.38 -0.25 0.61 0.014
O 2.0347 3.2999 -1.0034 -0.83 0.19 -0.69 -0.059
H -2.8667 2.6061 1.2462 0.34 0.08 0.00 0.058
O -2.9467 1.6863 1.5264 -0.14 0.39 0.58 -0.046
H -2.5321 0.2335 3.2236 -0.10 0.10 -0.20 0.024
H -1.8732 0.3312 4.5840 -0.10 0.03 0.13 0.065
O -2.5040 -0.1989 4.0842 0.26 0.33 0.06 -0.026
H -0.8177 -0.2936 -4.0330 -0.19 -0.06 -0.35 0.045
H 0.0903 -0.0233 -2.9269 0.32 -0.05 0.03 0.023
O -0.8196 0.1680 -3.1898 0.34 -0.52 -0.01 -0.043
H 3.0687 0.4861 -3.2162 -0.96 0.32 -0.54 0.018
H 3.7665 1.0948 -2.1926 -1.05 1.09 0.45 0.036
O 2.9514 1.3161 -2.7139 1.34 -1.16 -0.69 -0.091
H 0.8190 -5.9170 1.0838 -0.42 0.24 0.50 0.023
H 2.1458 -5.2654 1.5713 -0.41 -0.03 0.28 0.041
O 1.7339 -5.7670 0.8648 0.77 -0.33 -0.55 -0.044
H 3.2915 -1.5848 -1.7275 -0.03 0.07 0.25 0.011
O 2.4512 -1.6155 -2.1938 -0.02 0.46 -0.28 -0.060
H -4.9605 3.1573 -0.2613 -0.24 -0.11 0.29 0.004
H -4.4954 4.0048 -1.3711 0.06 0.36 -0.19 0.039
O -4.8192 4.0889 -0.4695 0.16 -0.48 -0.05 -0.050
H 0.6479 3.0240 2.6895 0.36 -0.13 0.53 0.000
H 0.1422 1.7620 3.4168 0.31 0.29 0.17 0.035
O 0.1840 2.1751 2.5503 -0.83 -0.25 -0.54 -0.078
H -2.6592 -1.9204 4.2749 0.06 -0.41 -0.16 -0.016
H -3.7008 -3.0280 4.2005 0.03 -0.16 -0.01 0.034
O -2.7476 -2.8963 4.2138 0.01 0.23 0.02 -0.082
H -5.9145 -0.3134 0.3235 0.97 -0.43 0.69 -0.009
H -5.3206 -1.5304 1.1061 -0.35 0.03 -0.28 0.011
O -5.8780 -0.7518 1.1826 -0.42 0.10 0.36 -0.044
H -0.3144 4.5849 1.6958 0.25 0.03 0.59 -0.009
H -0.7368 5.5303 0.7093 -0.06 0.69 0.19 -0.005
O -0.6684 5.4830 1.6814 -0.31 -0.67 -0.37 -0.071
H -1.6038 -3.9026 -3.6130 -0.35 -0.14 -0.61 0.008
H -2.5475 -3.5103 -2.6499 -0.62 0.09 -0.05 0.029
O -2.5535 -3.6993 -3.6000 0.53 0.00 0.53 -0.070
H -6.4719 -0.0728 -1.0023 -0.87 -0.04 -0.58 0.016
O -5.7351 0.1250 -1.5740 0.32 0.43 -0.13 -0.043
H 4.2262 -3.8314 0.2260 0.07 0.25 0.79 0.045
H 4.7220 -2.3521 -0.0844 -0.14 -0.02 0.58 0.052
O 4.7071 -3.2709 -0.3787 0.28 0.12 -0.97 -0.021
H 1.6830 -0.0081 3.3565 0.01 -0.18 -0.14 -0.016
O 2.1810 0.7094 3.7967 0.20 0.25 -0.09 -0.061
H 0.7562 0.4093 -0.1281 -0.12 -0.54 0.27 0.029
H 0.9558 0.8229 1.3708 -0.21 0.54 -0.45 0.031
O 1.2642 0.9740 0.4562 0.27 -0.08 -0.29 -0.036
H 2.2079 -1.1555 -4.9808 0.13 -0.49 -0.07 0.029
H 1.0566 -2.2594 -4.9141 0.84 -0.08 -0.28 0.015
O 1.3288 -1.3724 -4.6685 -1.23 0.83 0.12 -0.046
H -6.3730 2.6359 1.7007 -0.25 -0.09 0.15 0.056
H -6.5390 1.0975 1.9721 0.01 -0.09 0.05 0.039
O -5.9352 1.7803 1.6664 0.41 0.65 -0.13 -0.054
H 0.2716 4.8930 3.8210 0.09 0.83 0.08 0.029
H 1.8615 4.8265 3.5123 -0.27 0.62 -0.37 0.048
O 1.0599 4.3612 3.7396 0.12 -1.25 0.76 -0.056
H 1.2337 -3.0507 0.4376 0.76 -0.40 -0.29 0.031
H 0.1843 -2.0117 0.4453 0.30 0.87 -0.14 -0.008
O 1.1575 -2.0931 0.3504 -0.62 -0.82 0.25 -0.057
H 2.4754 -5.1516 -1.2620 0.47 -0.42 0.41 0.046
H 3.1206 -3.6679 -1.1542 0.08 -1.07 -0.14 0.009
O 2.3312 -4.2170 -1.3482 -0.50 1.13 -0.39 -0.081
H 3.7123 2.2781 3.1692 -0.69 0.56 0.07 0.006
H 4.3016 3.3256 2.0955 -0.74 0.20 0.35 0.024
O 4.3844 2.4702 2.5203 1.30 -0.77 -0.39 -0.044
H 4.1335 0.4600 0.2961 0.18 -0.39 -0.39 0.022
H 2.9010 0.0991 -0.4764 -0.06 0.26 -0.22 0.022
O 3.8423 0.2744 -0.6223 0.27 -0.44 0.96 -0.106
H 0.5695 4.6516 -1.0743 0.56 -0.25 -0.42 0.005
H -0.4837 5.6647 -1.6810 -0.01 0.00 -0.74 0.061
O -0.0514 5.3614 -0.8925 -0.30 0.13 0.61 -0.026
H -0.6148 1.3205 -1.4246 -0.12 -0.21 -0.12 0.007
H -0.9079 2.7724 -1.2082 -0.34 0.15 0.32 0.038
O -1.3515 1.9330 -1.3904 0.45 1.09 0.22 -0.035
H 3.6020 0.1412 2.3667 -0.57 -0.14 -0.47 0.010
O 4.3093 -0.3673 1.9321 0.05 0.26 1.21 -0.060
H -3.1682 0.9257 -0.2161 -0.15 -0.04 0.58 0.001
H -2.5229 0.1832 -1.3023 -0.19 -0.24 -0.39 0.013
O -3.0300 0.0182 -0.5002 0.11 -0.41 -0.82 -0.074
H -6.0546 0.0168 -2.4748 0.00 -0.26 -0.09 0.045
H 2.2300 3.2249 -1.9522 0.37 0.11 0.02 0.052
H 2.2058 0.3948 4.6963 0.29 0.00 0.58 0.059
H -3.7956 1.6865 1.9920 -0.41 -0.19 -0.21 0.037
H 2.0910 -2.4981 -2.0695 0.15 -0.10 -0.13 -0.015
H 4.9461 -0.1781 2.6381 0.59 -0.33 -0.47 0.067
O -4.9183 -3.6094 0.6792 -1.76 1.34 0.14 -0.031
H -4.1865 -2.9957 0.6504 0.93 -1.08 -0.16 0.024
H -4.8048 -4.5484 0.6574 1.14 -0.30 -0.04 0.037
O 0.9396 -1.4154 2.9108 0.16 0.59 0.44 -0.040
H 0.9184 -1.8394 2.0331 0.20 -0.05 0.27 -0.004
H 0.4474 -1.8715 3.5937 -0.21 -0.41 -0.32 0.066
O -1.5348 3.6990 4.4693 -1.12 -0.27 -1.46 -0.061
H -1.3495 3.4862 3.5335 1.08 -0.22 0.35 -0.001
H -2.4822 3.7864 4.2680 -0.13 0.35 1.13 0.054
O 6.3829 1.2697 -0.2299 0.50 0.10 -1.18 -0.052
H 6.2199 1.2609 0.7067 -0.62 0.20 0.42 0.006
H 5.5673 1.4460 -0.7313 0.42 -0.12 0.85 0.023
O 4.7626 -1.0752 -4.3967 -0.15 -1.62 0.23 -0.047
H 4.4367 -1.9184 -4.7600 -0.41 0.63 -0.93 0.046
H 5.1144 -1.5566 -3.6342 0.50 1.02 0.70 0.044
O -1.2535 -1.2842 0.9038 0.82 -1.27 0.82 -0.029
H -1.4904 -0.4111 1.2180 -0.36 0.39 -0.34 0.047
H -1.5665 -1.3867 0.0117 -0.98 0.62 -0.41 0.041
O 0.5284 3.0958 -3.8694 0.13 0.26 0.15 -0.042
H -0.0008 2.9142 -3.0865 -0.25 -0.22 -0.23 -0.008
H 0.8619 2.2326 -4.1346 0.05 -0.02 0.02 0.028
```
Positions in Å, forces in eV/Å.

Formula: H80O40
Source: the OMol25 dataset
Level of theory: wB97M-V/def2-TZVPD

Results
* relative energy (zero: lowest compared OMol25 entry of this formula, charge and spin): 16.3868 eV
* highest occupied orbital energy: -10.532 eV
* Kohn-Sham gap: 10.0 eV
* DFT total energy: -3057.155140 Ha
* F_max: 15.1 eV/Å

XYZ file:
```
120
Properties=species:S:1:pos:R:3:forces:R:3:lowdin_charge:R:1
H 3.6736 1.1118 5.1617 -0.65 -0.07 -0.30 0.035
H 3.4772 1.5847 3.5679 1.98 -1.31 3.26 0.045
O 4.1320 1.3893 4.3684 -0.55 1.05 -2.53 -0.101
H -1.9755 -0.4843 -3.5054 0.10 0.16 0.29 -0.004
H -3.3033 -0.6097 -2.8212 0.77 -0.17 -0.37 0.024
O -2.5712 -1.1651 -3.1727 -0.68 0.42 -0.11 -0.046
H 1.9644 -0.2822 -0.6329 -1.66 -3.04 2.54 -0.082
H 1.4699 0.9651 -1.3435 0.75 -0.45 -0.07 0.056
O 2.2067 0.3225 -1.2381 0.68 4.10 -3.41 0.014
H -4.0546 4.3364 0.6754 -3.62 2.04 0.94 0.018
H -3.2861 3.6679 -0.3589 -0.11 -1.34 -4.41 0.015
O -3.2735 3.9378 0.4948 3.45 -0.47 2.92 0.070
H 1.3711 6.1539 2.3501 0.16 0.25 0.29 0.044
H 0.2475 5.0980 2.1110 2.90 0.33 2.42 0.146
O 1.0833 5.3266 2.7482 -3.22 -0.11 -2.53 -0.095
H 1.6803 1.3228 3.2078 -4.95 11.01 5.88 -0.146
O 1.9760 0.6573 2.8435 2.10 -12.97 -7.38 0.004
H -6.6737 -0.9230 -1.5655 0.23 -0.79 -1.62 0.024
O -6.8149 -0.4192 -0.7974 -1.03 0.69 1.23 -0.029
H 0.6166 -3.4071 -0.2841 -0.65 -2.32 -2.17 0.057
H 0.0950 -3.5861 -1.6226 -2.67 3.06 -3.97 -0.037
O 0.5083 -4.1070 -1.0438 3.64 -2.30 5.51 -0.045
H -3.8309 -3.0209 4.1009 0.18 -1.60 -1.27 0.074
H -2.7660 -3.9046 3.3995 -1.14 0.14 0.08 0.017
O -3.7399 -3.8160 3.4873 0.49 1.26 1.19 -0.094
H -3.0658 -0.2855 2.3721 -0.34 0.80 -1.41 0.043
H -2.4517 0.5665 1.0817 -3.36 -1.58 1.67 0.155
O -3.3596 0.1447 1.5150 4.09 0.80 -0.06 -0.134
H 3.8265 4.9270 -1.1603 -0.65 -1.78 4.08 -0.099
H 4.4209 4.4764 -2.4039 -0.61 2.07 0.72 0.077
O 4.0540 5.2919 -1.9406 1.40 0.79 -5.48 -0.042
H 3.1552 -5.6326 1.8896 -0.08 3.55 -0.43 0.137
O 3.0982 -4.5816 1.7927 0.03 -3.28 0.75 -0.111
H -3.7918 -0.7449 0.1840 -0.20 -0.35 -1.72 0.025
H -3.9903 -1.2972 -1.3464 0.35 -4.64 -2.13 -0.046
O -3.9771 -0.6095 -0.7915 0.18 4.38 3.76 -0.062
H 2.4763 -2.5997 0.5405 1.23 -5.58 3.41 -0.041
H 2.5373 -1.0199 0.7479 0.57 -1.55 0.31 0.096
O 2.3721 -1.8106 0.1901 -1.45 6.70 -2.58 0.020
H 4.6842 2.4945 -0.1317 0.00 -0.86 -0.32 0.012
H 4.9042 2.7345 -1.6789 0.45 -1.46 -0.83 0.028
O 4.8322 3.1378 -0.8364 -0.29 1.20 1.21 -0.050
H 2.9402 2.9910 -1.5878 0.31 0.21 0.22 -0.005
H 2.1704 3.9634 -2.4816 0.07 3.33 -0.74 -0.018
O 2.2456 3.0926 -2.2411 -0.69 -3.76 0.67 -0.012
H -5.6466 -2.7339 1.3244 -0.34 2.00 0.76 0.100
H -4.7719 -1.6055 1.7193 1.69 0.59 0.29 -0.028
O -5.6863 -1.7558 1.5978 -1.49 -2.71 -0.95 -0.050
H -0.7510 0.2721 -1.7987 1.86 -2.47 -0.65 -0.018
H -1.9938 0.7550 -1.3446 -2.46 -0.47 0.78 -0.026
O -1.1922 1.0661 -1.6872 0.43 2.90 0.23 -0.001
H 1.6473 3.4854 1.7788 3.04 1.92 -0.20 -0.044
O 0.9361 3.0194 1.4665 -1.87 -2.52 -1.00 -0.059
H -5.4587 2.5575 0.1083 -1.00 5.52 0.32 -0.034
H -6.2699 1.1321 0.1682 -1.90 -0.08 -0.19 0.017
O -5.5265 1.6855 0.0896 2.77 -4.97 0.35 0.016
H -4.1479 -3.9354 -0.7085 -3.81 -2.38 -2.11 -0.010
O -3.4461 -3.5325 -0.3411 4.03 1.92 2.55 0.024
H -1.0250 -3.0084 2.9686 -0.10 1.65 -0.69 0.051
H -1.0614 -1.4485 2.4643 -1.01 -2.16 0.91 0.058
O -1.6120 -2.3060 2.5588 1.36 0.62 -0.08 -0.137
H 1.6699 3.7293 3.5737 -2.07 4.25 -1.33 -0.053
H 2.9256 3.2404 4.3004 2.71 1.23 1.40 0.022
O 2.1282 3.0463 3.9107 -0.73 -4.92 0.48 0.027
H 3.1941 1.1078 1.4179 -3.89 -1.17 1.38 -0.066
H 4.1807 2.2543 1.8270 -0.68 -1.82 -1.17 0.097
O 3.9872 1.4722 1.2113 4.97 3.54 -0.19 -0.026
H -1.4096 3.7222 -4.7288 2.46 2.70 -1.82 -0.025
H -2.5390 2.7725 -5.0717 2.15 1.38 3.60 0.171
O -1.9310 3.1656 -4.2436 -4.54 -3.92 -1.83 -0.072
H 3.3120 5.0161 0.5507 2.93 -0.75 1.90 0.109
H 3.5809 5.6893 1.7207 -1.10 2.84 2.89 -0.040
O 4.0700 5.0530 1.2984 -1.90 -2.22 -4.45 -0.031
H -0.9624 -1.3147 -4.9972 0.99 -0.65 -1.36 0.023
H 0.0605 -1.1069 -6.1696 2.67 2.87 -1.13 -0.026
O -0.5353 -1.6781 -5.8153 -3.61 -2.60 2.43 -0.018
H -4.3204 1.6995 3.1885 0.60 -0.48 0.51 0.031
H -5.3074 0.6322 3.5607 3.62 0.77 1.47 0.143
O -4.3247 0.9819 3.8621 -4.20 -0.40 -1.72 -0.130
H 0.3068 -1.8670 0.4546 1.11 0.63 1.18 -0.018
H -1.1671 -2.4647 0.6458 1.43 0.83 -0.75 0.065
O -0.4715 -2.1180 0.0020 -2.93 0.01 0.10 -0.057
H 1.7687 -3.0416 2.9862 -0.91 -0.65 0.32 0.048
H 1.1465 -4.4626 2.9716 -0.32 2.02 0.27 0.074
O 0.9149 -3.5012 3.1723 1.04 -1.35 -0.48 -0.094
H 3.7663 -4.6013 -1.5203 -1.26 -1.79 1.48 0.056
H 2.4125 -5.1066 -0.8521 0.52 0.04 -0.59 0.017
O 3.3687 -5.3233 -0.9200 0.55 1.55 -0.51 -0.106
H -0.5412 1.8346 -4.0543 1.45 -2.72 -0.02 0.074
O -0.0697 0.8971 -4.2096 -2.08 2.51 -0.21 -0.110
H -5.1280 1.0451 -2.5128 0.13 0.41 -0.45 0.038
H -4.4422 1.2990 -1.2975 0.33 0.16 0.03 -0.018
O -4.3428 1.5441 -2.2380 -0.38 -0.25 -0.41 -0.092
H 0.6307 3.1063 0.5561 0.88 0.41 0.22 0.070
H 1.1570 0.2062 2.4233 2.08 1.27 1.27 0.114
H -3.1684 -4.0974 0.3995 -0.37 0.36 -0.18 0.048
H -6.4963 -0.9893 -0.0924 0.34 -0.14 0.53 0.007
H 3.4148 -4.4524 0.8901 0.30 -0.49 -0.41 -0.008
H -0.7752 0.5085 -4.7592 0.63 0.19 0.00 -0.006
O 2.9147 -3.8996 -3.1300 -2.63 -2.97 0.44 0.003
H 3.4897 -3.4786 -3.6656 2.98 4.05 -3.12 0.009
H 2.9949 -4.6269 -3.7563 -1.21 -1.76 0.61 0.113
O -0.9673 0.2396 3.6035 -2.44 -0.58 1.72 -0.061
H -1.1459 0.8309 2.8855 0.08 1.03 -0.88 -0.021
H -1.8841 0.2254 4.0822 2.44 -0.06 -1.00 0.108
O -1.2567 2.7760 1.7955 0.00 -0.53 -3.16 -0.038
H -1.8466 3.2315 1.1598 -0.12 -0.33 0.89 0.024
H -1.6614 2.7634 2.6066 -1.83 0.36 3.00 0.001
O 4.0648 0.5909 -4.0050 1.68 -0.05 -0.50 -0.065
H 4.9545 0.2539 -3.7265 -1.42 0.32 -0.12 0.049
H 3.4175 0.3840 -3.3383 -0.29 -0.23 0.64 -0.013
O 5.7645 0.0717 -1.3284 3.29 -1.50 2.31 -0.069
H 6.0017 -0.8227 -0.8757 -0.91 2.45 -1.43 0.098
H 4.9483 -0.0640 -1.7299 -2.26 -0.74 -0.83 -0.076
O -1.8289 -6.4106 0.0735 -0.33 0.20 0.22 -0.047
H -0.9549 -6.5828 -0.2672 0.52 -0.27 -0.16 0.025
H -1.9206 -5.4782 -0.1384 -0.02 0.14 -0.23 -0.010
O 4.2680 -2.1745 -1.8754 -1.53 -1.31 -1.05 -0.090
H 3.3995 -1.8359 -1.5659 0.80 0.10 0.14 0.026
H 3.8970 -2.9267 -2.4535 1.56 2.10 2.18 0.001
```
Positions in Å, forces in eV/Å.

Question: What is the F_max in the second record?
Answer: 15.1 eV/Å